1.
DFT (the ωB97M-V functional and the def2-TZVPD basis) results for one molecule with the formula C7H12N2O at a distorted geometry.

Positions of all 22 atoms, in Å:
C -1.024 -0.666 -1.436
C -0.644 -0.540 0.133
C -1.559 0.564 0.670
C -0.771 -1.873 0.809
C 0.694 0.024 0.222
N 1.786 -0.362 0.868
N 2.902 0.395 0.689
C 2.499 1.375 -0.152
C 1.171 1.208 -0.493
O 0.355 1.988 -1.379
H -2.125 -0.959 -1.474
H -0.827 0.351 -2.047
H -0.449 -1.470 -1.909
H -2.596 0.298 0.979
H -1.238 1.089 1.576
H -1.648 1.120 -0.166
H 0.099 -2.489 0.602
H -0.443 -1.690 1.881
H -1.799 -2.324 0.695
H 1.763 -1.095 1.576
H 3.091 2.250 -0.241
H 0.765 2.806 -1.402

Properties
energy: -458.603456 hartree
energy relative to the best compared isomer or geometry (same formula, charge and spin): 53.6 kcal per mole
F_max: 5.0 eV/A
charge: 0
HOMO-LUMO gap: 9.0 eV
SMILES: CC(C)(C)c1[nH]ncc1O



2.
DFT (the ωB97M-V functional and the def2-TZVPD basis) results for C27H33IrN2 as an isolated structure at a distorted geometry.

Positions of all 63 atoms, in Å:
C 2.630 1.166 -0.302
C 1.425 1.848 -0.544
C 0.793 1.272 -1.720
C 1.703 0.163 -2.184
C 2.825 0.161 -1.267
Ir 0.193 -0.517 -1.054
C -1.618 -1.836 -0.504
C -0.572 -1.790 0.615
H -0.905 -1.647 1.650
C 0.824 -1.918 0.397
H 1.198 -2.766 -0.181
H 1.540 -1.517 1.127
C -2.922 -2.562 -0.049
H -3.288 -2.230 0.930
H -3.648 -2.366 -0.838
H -2.713 -3.633 0.007
C -0.962 -2.602 -1.636
H -0.030 -2.121 -2.061
H -0.654 -3.585 -1.256
H -1.676 -2.646 -2.461
C 0.905 3.058 0.123
H 1.059 3.039 1.210
H 1.411 3.955 -0.263
H -0.171 3.173 -0.064
C -0.071 2.030 -2.669
H -0.890 2.528 -2.134
H 0.513 2.783 -3.221
H -0.528 1.348 -3.392
C 1.757 -0.264 -3.608
H 0.764 -0.589 -3.925
H 2.074 0.567 -4.251
H 2.434 -1.114 -3.739
C 4.021 -0.689 -1.429
H 3.799 -1.545 -2.079
H 4.833 -0.112 -1.900
H 4.399 -1.071 -0.467
C 3.638 1.563 0.710
H 4.224 0.709 1.066
H 4.349 2.275 0.273
H 3.193 2.055 1.582
C -1.932 -0.425 -1.077
C -2.592 0.089 0.018
C -2.594 -0.135 -2.407
C -3.895 0.535 -0.001
H -1.982 -0.060 0.913
C -3.865 0.400 -2.434
H -2.070 -0.330 -3.330
C -4.535 0.705 -1.221
H -4.362 0.861 0.927
H -4.395 0.653 -3.361
H -5.509 1.197 -1.245
N 2.081 -0.364 7.222
C 1.425 -0.166 6.275
C 0.615 0.070 5.100
C 1.212 0.494 3.908
C 0.409 0.617 2.769
N -0.902 0.366 2.783
C -1.490 0.032 3.936
C -0.768 -0.142 5.125
H 2.280 0.705 3.839
H 0.866 0.905 1.814
H -2.572 -0.130 3.920
H -1.283 -0.452 6.033

Properties
expectation value of S²: 8.86
multiplicity: 6
energy: -1261.832675 hartree
energy relative to the best compared isomer or geometry (same formula, charge and spin): 83.0 kcal per mole
F_max: 6.1 eV/A
charge: +1
HOMO-LUMO gap (spin up / spin down): 5.3 / 4.2 eV



3.
DFT (the ωB97M-V functional and the def2-TZVPD basis) results for an isolated ion of composition C2H7I3NSi and charge +1 at a distorted geometry.

Positions of all 14 atoms, in Å:
N 1.905 0.077 1.042
C 0.442 -0.232 0.730
C -0.105 0.516 -0.463
Si -2.048 -0.246 -1.153
I -2.574 1.689 -2.530
I -1.612 -2.395 -2.330
I -3.302 -0.366 0.961
H 2.234 1.016 1.411
H 2.238 -0.273 0.145
H 2.304 -0.431 1.815
H -0.358 -0.111 1.595
H 0.529 -1.275 0.474
H -0.337 1.611 -0.315
H 0.685 0.419 -1.382

Properties
energy: -1317.552623 hartree
energy relative to the best compared isomer or geometry (same formula, charge and spin): 16.2 kcal per mole
F_max: 3.4 eV/A
charge: +1
HOMO-LUMO gap: 8.7 eV
SMILES: [NH3+]CC[Si](I)(I)I